Record 1
Entry from OMol25: a molecular structure, C4H9NOS (the ωB97M-V functional and the def2-TZVPD basis).

ORCA input file:
```
! RIJCOSX wB97M-V def2-TZVPD def2/J DEFGRID3
* xyz 0 1
C -0.629 -0.217 1.303
C -0.658 -0.312 -1.126
C 0.295 -0.593 0.080
C 1.592 0.194 -0.089
N -2.537 1.391 -0.026
O -3.075 -1.072 -0.095
S -2.004 -0.082 0.004
H -0.542 -1.044 2.144
H -0.503 0.705 1.809
H -0.334 0.443 -1.919
H -0.747 -1.183 -1.799
H 0.536 -1.635 0.064
H 1.406 1.229 -0.166
H 2.086 -0.144 -0.969
H 2.173 0.133 0.801
H -3.302 1.330 0.593
*
```

The energy above the lowest of the compared OMol25 structures with the same formula, charge and spin comes out at 378.0 kJ/mol. Its HOMO-LUMO gap is 9.834 eV. The calculation puts the maximum force at 3.87 eV/Å. The value obtained for the HOMO energy is -9.13 eV. The lowest unoccupied orbital energy is 0.0259 Ha. As for the total energy: -18663.6085 eV.

Atom charges from the Mulliken analysis, given in e for atoms 1 to 4: -0.69, -0.61, 0.32, -1.68

---

Record 2
Entry from OMol25: 2 unconnected molecules or ions with the total composition C4H9NOS (the ωB97M-V functional and the def2-TZVPD basis).

ORCA input file:
```
! RIJCOSX wB97M-V def2-TZVPD def2/J DEFGRID3
* xyz 0 1
C 0.449 0.979 2.474
C 0.530 -0.455 2.337
C -0.072 -0.456 -2.820
C -0.599 -0.607 -1.407
N 1.147 0.393 1.392
O -1.124 1.476 0.228
S -0.004 1.007 -0.628
H -0.438 1.441 2.036
H 1.038 1.618 3.119
H 1.229 -0.987 2.880
H -0.545 -0.929 2.118
H -0.296 0.430 -3.250
H 0.953 -0.442 -2.617
H -0.420 -1.198 -3.492
H -0.222 -1.504 -0.829
H -1.626 -0.768 -1.539
*
```

The energy above the lowest of the compared OMol25 structures with the same formula, charge and spin comes out at 560.4 kJ/mol. Its HOMO-LUMO gap (spin up / spin down) is 7.939 / 8.615 eV. The calculation puts the maximum force at 4.59 eV/Å. The value obtained for the HOMO energy (spin up / spin down) is -8.31 / -9.07 eV. The lowest unoccupied orbital energy (spin up / spin down) is -0.0136 / -0.0166 Ha. As for the total energy: -18661.7183 eV.

Atom charges from the Mulliken analysis, given in e for atoms 1 to 4: -0.44, -0.07, -1.40, -0.30

---

Record 3
Entry from OMol25: a single C4H9NOS molecule (the ωB97M-V functional and the def2-TZVPD basis).

ORCA input file:
```
! RIJCOSX wB97M-V def2-TZVPD def2/J DEFGRID3
* xyz 0 1
N 0.268 0.876 1.576
C -0.322 0.793 0.285
C -0.489 2.270 -0.161
O 0.229 3.140 0.240
C 0.288 -0.110 -0.796
C 0.578 -1.586 -0.246
S -0.836 -2.618 0.388
H 0.107 -0.049 1.938
H 1.361 1.081 1.569
H -1.341 0.361 0.450
H -1.155 2.397 -1.102
H -0.562 -0.130 -1.523
H 1.179 0.191 -1.390
H 1.120 -1.447 0.586
H 1.066 -2.208 -1.007
H -1.491 -2.961 -0.808
*
```

The energy above the lowest of the compared OMol25 structures with the same formula, charge and spin comes out at 217.6 kJ/mol. Its HOMO-LUMO gap is 10.006 eV. The calculation puts the maximum force at 4.71 eV/Å. The value obtained for the HOMO energy is -9.34 eV. The lowest unoccupied orbital energy is 0.0244 Ha. As for the total energy: -18665.2714 eV.

Atom charges from the Mulliken analysis, given in e for atoms 1 to 4: -0.64, 0.07, -0.11, -0.43

---

Record 4
Entry from OMol25: a single C4H9NOS molecule (the ωB97M-V functional and the def2-TZVPD basis).

ORCA input file:
```
! RIJCOSX wB97M-V def2-TZVPD def2/J DEFGRID3
* xyz 0 1
C 0.284 -2.969 -0.559
N 1.227 -1.906 -0.265
C 1.184 -0.531 -0.310
O 2.220 0.092 -0.282
C -0.229 0.022 -0.183
C -0.251 1.465 0.334
S -1.996 1.961 0.662
H -0.762 -2.669 -0.487
H 0.435 -3.800 0.131
H 0.531 -3.309 -1.568
H 2.182 -2.227 -0.152
H -0.870 -0.078 -1.062
H -0.699 -0.636 0.567
H 0.529 1.998 -0.200
H 0.120 1.414 1.366
H -2.355 2.812 -0.308
*
```

The energy above the lowest of the compared OMol25 structures with the same formula, charge and spin comes out at 97.0 kJ/mol. Its HOMO-LUMO gap is 9.941 eV. The calculation puts the maximum force at 1.70 eV/Å. The value obtained for the HOMO energy is -9.14 eV. The lowest unoccupied orbital energy is 0.0296 Ha. As for the total energy: -18666.5211 eV.

Atom charges from the Mulliken analysis, given in e for atoms 1 to 4: -0.77, -0.21, 0.53, -0.64